{
  "formula": "C6H7B",
  "method": "wB97M-V/def2-TZVPD",
  "charge": 0,
  "total_energy_ha": -257.26399,
  "symbols": ["B", "C", "C", "C", "C", "C", "C", "H", "H", "H", "H", "H", "H", "H"],
  "coordinates": [[-0.391, 0.523, 0.503], [-3.930, -0.092, -0.102], [-1.750, 0.026, -0.049], [-1.040, -0.795, -0.971], [0.196, -0.718, -0.238], [0.230, 1.865, 0.996], [1.462, -1.449, -0.309], [-1.307, -1.162, -1.873], [-0.107, 2.752, 0.442], [1.318, 1.842, 0.721], [0.028, 2.105, 2.001], [1.264, -2.377, -0.916], [1.854, -1.729, 0.622], [2.175, -0.789, -0.827]],
  "mulliken_charge": [0.00, -0.11, -0.22, -0.39, 0.39, -0.92, -1.14, 0.53, 0.33, 0.27, 0.34, 0.32, 0.32, 0.29]
}

{
  "formula": "C6H7BaO6",
  "method": "wB97M-V/def2-TZVPD",
  "charge": 1,
  "total_energy_ha": -709.55871,
  "symbols": ["Ba", "O", "O", "O", "C", "C", "C", "H", "H", "H", "O", "O", "C", "C", "O", "C", "H", "H", "H", "H"],
  "coordinates": [[-1.367, 1.164, 1.865], [-1.169, -0.725, 0.259], [-0.065, -2.458, -0.465], [-1.329, -2.684, 1.374], [-0.843, -2.014, 0.512], [-0.112, -1.620, -1.627], [-0.487, -0.213, -1.175], [0.894, -1.637, -2.057], [-0.955, -1.972, -2.234], [-1.191, 0.223, -1.892], [-0.219, 1.657, -0.220], [1.636, 0.260, -0.046], [2.898, 0.656, -0.582], [2.514, 1.728, -1.592], [1.208, 1.308, -1.985], [0.608, 0.788, -0.850], [3.512, 1.038, 0.241], [3.370, -0.212, -1.065], [3.154, 1.751, -2.478], [2.466, 2.726, -1.129]],
  "mulliken_charge": [1.76, -0.58, -0.35, -0.53, 0.62, -0.58, 0.06, 0.30, 0.35, 0.49, -1.08, -0.45, -0.36, -0.32, -0.38, 0.95, 0.28, 0.26, 0.31, 0.25]
}

{
  "formula": "C6H7Br",
  "method": "wB97M-V/def2-TZVPD",
  "charge": 0,
  "total_energy_ha": -2806.62670,
  "symbols": ["C", "C", "C", "C", "C", "C", "Br", "H", "H", "H", "H", "H", "H", "H"],
  "coordinates": [[-0.862, -1.292, -0.871], [-0.275, -0.506, -1.750], [0.501, 1.113, 0.218], [0.358, 2.395, 0.091], [-0.474, -1.128, 0.673], [0.708, -0.138, 0.968], [-0.128, -0.758, -3.571], [-1.412, -2.170, -1.102], [0.382, 3.068, 0.985], [0.164, 2.868, -0.861], [-1.193, -0.800, 1.432], [-0.263, -2.109, 0.972], [1.775, -0.539, 0.734], [0.718, -0.006, 2.082]],
  "mulliken_charge": [0.01, -0.45, 0.11, -0.62, -0.66, -0.34, -0.13, 0.41, 0.24, 0.27, 0.27, 0.35, 0.21, 0.33]
}

{
  "formula": "C6H7BrI2NO2",
  "method": "wB97M-V/def2-TZVPD",
  "charge": -1,
  "total_energy_ha": -3607.43132,
  "symbols": ["C", "C", "C", "C", "C", "C", "N", "O", "O", "Br", "I", "I", "H", "H", "H", "H", "H", "H", "H"],
  "coordinates": [[3.256, 0.400, 0.468], [4.367, -0.057, -0.026], [0.531, -2.027, -1.655], [-1.810, -0.383, 0.029], [1.332, -1.293, 1.026], [-0.502, 0.037, 0.534], [0.404, -1.097, 0.269], [0.301, -1.105, -2.295], [0.672, -3.155, -1.310], [5.742, 0.787, -1.273], [2.696, 2.349, 0.195], [5.090, -2.020, 0.559], [-2.586, 0.449, -0.040], [-1.595, -0.860, -0.875], [-2.169, -1.235, 0.595], [1.489, -1.045, 2.125], [2.038, -2.055, 0.751], [-0.097, 0.892, 0.026], [-0.320, 0.367, 1.647]],
  "mulliken_charge": [-0.12, -0.27, 0.85, -1.18, -0.47, -0.13, -0.22, -0.43, -0.52, -0.29, -0.09, -0.09, 0.32, 0.29, 0.32, 0.27, 0.31, 0.10, 0.34]
}

{
  "formula": "C6H7BrN2O2",
  "method": "wB97M-V/def2-TZVPD",
  "charge": 0,
  "total_energy_ha": -3066.55301,
  "symbols": ["C", "C", "C", "C", "C", "C", "N", "N", "O", "O", "Br", "H", "H", "H", "H", "H", "H", "H"],
  "coordinates": [[-0.980, 0.656, 1.439], [-0.713, -1.514, -0.273], [-0.754, 1.200, 0.271], [-1.292, -0.246, 0.279], [1.771, -1.658, 0.112], [-0.606, 2.388, -0.558], [0.486, -2.060, -0.128], [2.088, -0.345, -0.027], [3.175, 0.024, 0.373], [1.333, 0.388, -0.684], [-3.223, -0.250, -0.059], [-0.811, 0.644, 2.498], [-1.626, -2.040, -0.738], [2.480, -2.443, 0.258], [0.114, 2.521, -1.298], [-0.334, 3.327, 0.144], [-1.677, 2.420, -0.975], [0.569, -3.012, -0.633]],
  "mulliken_charge": [-0.60, 0.00, 0.45, 0.27, -0.52, -0.95, -0.09, 0.86, -0.67, -0.65, -0.22, 0.37, 0.21, 0.40, 0.37, 0.22, 0.22, 0.32]
}

{
  "formula": "C6H7BrO3",
  "method": "wB97M-V/def2-TZVPD",
  "charge": 0,
  "total_energy_ha": -3032.35892,
  "symbols": ["C", "C", "C", "C", "C", "C", "O", "O", "O", "Br", "H", "H", "H", "H", "H", "H", "H"],
  "coordinates": [[-0.526, -0.812, 1.491], [-1.507, 0.166, 0.986], [0.606, -1.205, 0.872], [-1.327, 0.860, -0.147], [1.175, -0.718, -0.379], [1.410, 0.713, -0.320], [-2.252, 1.631, -0.633], [0.296, -0.871, -1.580], [1.601, 1.410, -1.498], [1.947, 1.485, 1.301], [-0.784, -1.138, 2.513], [-2.336, 0.257, 1.616], [1.101, -2.068, 1.439], [2.053, -1.235, -0.767], [-2.146, 1.775, -1.525], [-0.619, -0.988, -1.266], [1.307, 0.737, -2.104]],
  "mulliken_charge": [-0.14, -0.16, -0.53, -0.45, 0.31, 0.12, -0.45, -0.64, -0.50, -0.07, 0.31, 0.46, 0.18, 0.47, 0.34, 0.36, 0.38]
}

{
  "formula": "C6H7Cl2NO2S",
  "method": "wB97M-V/def2-TZVPD",
  "charge": 0,
  "total_energy_ha": -1756.49484,
  "symbols": ["C", "C", "C", "C", "C", "C", "N", "O", "O", "S", "Cl", "Cl", "H", "H", "H", "H", "H", "H", "H"],
  "coordinates": [[0.312, -2.589, -2.105], [0.073, 1.779, -0.007], [-0.748, 2.862, 1.970], [1.277, -2.770, -1.185], [-0.353, 0.663, -0.989], [0.014, -1.648, 0.412], [-0.503, -2.466, -2.913], [0.989, 2.484, -0.118], [-0.825, 1.818, 1.000], [-1.277, -0.696, -0.219], [1.377, -0.933, 1.357], [-0.540, -2.988, 1.260], [0.140, 2.654, 2.455], [-1.650, 2.633, 2.654], [-0.827, 3.808, 1.343], [0.879, -3.609, -0.620], [2.240, -2.350, -1.183], [0.377, 0.200, -1.472], [-0.957, 1.149, -1.642]],
  "mulliken_charge": [0.71, 0.57, -0.68, -1.03, -0.82, 0.23, -0.47, -0.52, -0.18, 0.01, -0.16, -0.12, 0.32, 0.20, 0.28, 0.36, 0.37, 0.40, 0.52]
}

{
  "formula": "C6H7Cl2NO3S2",
  "method": "wB97M-V/def2-TZVPD",
  "charge": 0,
  "total_energy_ha": -2229.80797,
  "symbols": ["C", "C", "C", "C", "C", "C", "N", "O", "O", "O", "S", "S", "Cl", "Cl", "H", "H", "H", "H", "H", "H", "H"],
  "coordinates": [[-0.852, -0.135, 0.093], [0.332, -0.764, 0.139], [-3.533, 0.245, -0.284], [-2.792, 1.556, -0.331], [2.381, 0.258, 1.025], [2.827, 0.360, -0.399], [0.573, -2.035, -0.286], [1.702, -2.504, -0.096], [-0.381, -2.601, -0.798], [2.754, -0.733, 1.774], [-2.191, -1.008, -0.561], [-1.306, 1.415, 0.682], [1.841, 1.573, -1.092], [4.619, 1.007, -0.112], [-4.139, 0.181, 0.692], [-4.132, 0.034, -1.077], [-2.258, 1.812, -1.385], [-3.471, 2.286, 0.084], [2.012, 1.060, 1.661], [3.010, -0.519, -0.872], [3.003, -1.489, 1.144]],
  "mulliken_charge": [0.77, -0.99, -0.59, -0.53, -0.46, 0.17, 1.12, -0.73, -0.70, -0.39, -0.04, -0.05, -0.06, -0.21, 0.27, 0.41, 0.26, 0.39, 0.48, 0.42, 0.46]
}

Number 8 is which compound? C6H7Cl2NO3S2

What is the charge in the first record? 0

What is the charge in the seventh record? 0

charge of number 1 (C6H7B)? 0